Density functional theory data (the ωB97M-V functional and the def2-TZVPD basis) for a molecular structure, C32H40N4PS2Se2Si2Sn.

The geometry in ORCA input format:
```
! RIJCOSX wB97M-V def2-TZVPD def2/J DEFGRID3
* xyz 1 1
Sn -0.384 0.339 0.381
Se 2.127 0.247 2.101
Se -0.785 -1.914 1.852
S -1.641 1.654 -1.573
S -3.857 0.039 -2.965
P 0.985 -1.342 3.014
Si 2.068 1.448 -3.167
Si 3.180 -1.243 -1.663
N -2.720 0.369 0.654
N -1.128 1.468 2.464
N -0.370 -1.245 -1.527
N -3.501 0.069 -0.425
C 0.516 -0.994 -2.520
C 0.323 -1.595 -3.779
C 1.739 -0.194 -2.288
C -2.109 2.294 4.909
C -1.379 -2.110 -1.731
C -0.373 2.193 3.285
C 1.398 -0.168 5.492
C -3.518 1.293 -4.229
C 2.484 2.670 -1.810
C 1.528 -4.090 3.083
C 3.704 -4.997 3.571
C -2.379 1.157 2.831
C -0.251 0.008 7.237
C -0.830 2.636 4.519
C 0.639 1.988 -4.235
C 4.493 -0.159 -0.908
C 2.368 -5.186 3.245
C 2.033 -2.802 3.243
C 3.377 -2.614 3.569
C 3.871 -2.036 -3.208
C 3.556 1.246 -4.272
C -1.183 -0.624 6.427
C -0.827 -1.039 5.146
C -3.236 0.556 1.792
C -0.709 -2.495 -3.966
C 1.040 0.234 6.770
C -2.898 1.536 4.051
C 0.465 -0.814 4.677
C 4.207 -3.713 3.740
C -1.577 -2.771 -2.918
C -3.021 0.587 -1.525
C 2.543 -2.609 -0.583
H 4.360 -5.853 3.689
H 0.488 -4.245 2.828
H 1.976 -6.186 3.109
H 5.248 -3.566 4.000
H 1.892 2.485 -0.908
H 5.194 -0.769 -0.324
H 3.374 -3.108 -0.068
H 4.072 0.591 -0.238
H -2.399 -3.465 -3.031
H 3.735 2.197 -4.794
H 2.007 -3.360 -1.177
H -2.533 1.722 -4.075
H 5.066 0.354 -1.690
H 2.289 3.703 -2.133
H 4.466 1.000 -3.710
H 1.021 -1.368 -4.579
H 1.771 0.718 7.406
H 3.110 -2.634 -3.726
H -3.549 0.787 -5.193
H 1.861 -2.240 0.176
H -2.052 -2.259 -0.895
H -4.301 0.423 1.961
H -2.505 2.630 5.860
H 3.544 2.593 -1.546
H 0.016 1.144 -4.550
H 3.400 0.474 -5.037
H 4.698 -2.708 -2.938
H 2.397 0.031 5.123
H -3.911 1.257 4.315
H 3.777 -1.611 3.671
H 4.260 -1.285 -3.905
H 1.020 2.488 -5.134
H -0.528 0.329 8.236
H -0.190 3.241 5.148
H -1.551 -1.539 4.515
H -0.836 -2.979 -4.928
H -0.005 2.697 -3.709
H -2.188 -0.806 6.792
H 0.624 2.431 2.942
H -4.282 2.067 -4.190
*
```

E, eV: -223029.404
E_LUMO (alpha / beta), eV: -3.37 / -4.76
HOMO (alpha / beta), eV: -9.97 / -10.63

=====

Density functional theory data (the ωB97M-V functional and the def2-TZVPD basis) for 8 unconnected molecules or ions with the total composition C32H40N8 at a distorted geometry.

The geometry in ORCA input format:
```
! RIJCOSX wB97M-V def2-TZVPD def2/J DEFGRID3
* xyz -1 2
N -2.642 2.113 -2.052
N 6.856 -1.778 -1.154
N 1.692 0.354 -0.009
N 1.130 4.448 5.740
N 1.099 -3.732 0.442
N -5.086 3.263 0.014
N 4.374 -2.938 -2.897
N -4.486 0.210 1.763
C 4.472 -3.333 -5.150
C 0.412 4.770 4.564
C 0.308 -4.149 -1.625
C 3.085 -2.804 -3.442
C 1.192 -5.136 -1.215
C 5.226 -3.215 -3.931
C -3.348 -0.601 1.627
C 6.845 -2.574 -0.097
C -4.136 3.442 2.045
C -4.499 2.516 -3.251
C 5.829 -0.867 -0.951
C -5.589 -0.493 1.223
C 0.604 -0.148 -0.640
C -5.573 3.633 2.217
C -0.465 0.299 0.043
C 1.329 1.105 1.059
C 5.942 -2.131 0.870
C 1.018 4.003 3.587
C 1.606 -4.986 0.118
C -6.082 3.635 0.877
C -3.274 2.977 -2.902
C 1.936 3.158 4.154
C -3.742 -1.689 0.856
C 5.231 -1.167 0.258
C -3.832 3.361 0.663
C 3.152 -3.061 -4.792
C 1.990 3.460 5.435
C 0.000 1.108 1.074
C -5.122 -1.623 0.614
C -3.528 1.044 -1.924
C 0.225 -3.342 -0.595
C -4.709 1.219 -2.664
H -6.118 3.721 3.146
H -1.524 0.180 -0.137
H -0.253 -4.274 -2.540
H 2.143 1.498 1.649
H 0.554 -0.778 -1.515
H 4.408 -0.612 0.684
H 2.646 0.182 -0.290
H -3.434 3.300 2.854
H -2.885 3.075 0.228
H -5.198 2.989 -3.925
H 7.650 -3.293 -0.084
H -4.476 1.187 2.021
H -7.141 3.704 0.679
H 2.668 2.482 3.736
H -0.367 -2.440 -0.548
H -5.740 -2.374 0.143
H -2.398 -0.367 2.084
H 0.962 4.799 6.672
H -3.102 -2.498 0.537
H -2.776 3.899 -3.164
H -6.541 -0.068 1.507
H 7.527 -1.879 -1.902
H 4.921 -3.756 -6.036
H -3.162 0.179 -1.392
H 5.605 -0.138 -1.715
H 1.362 -3.172 1.240
H -0.352 5.531 4.512
H 5.825 -2.506 1.877
H -5.567 0.564 -2.714
H 2.633 3.098 6.224
H 2.173 -2.713 -2.870
H 1.465 -6.041 -1.736
H -5.166 3.004 -0.959
H 4.564 -2.958 -1.905
H 2.360 -3.054 -5.527
H -0.695 1.748 1.597
H 2.376 -5.567 0.605
H 1.026 4.136 2.516
H -1.699 2.231 -1.711
H 6.285 -3.374 -3.793
*
```

E, eV: -45747.947
Expectation value of S²: 0.75
E_LUMO (alpha / beta), eV: 2.56 / 2.52
HOMO (alpha / beta), eV: 0.73 / -5.70
Energy above the lowest of the compared OMol25 structures with the same formula, charge and spin, kJ/mol: 115.0

=====

Density functional theory data (the ωB97M-V functional and the def2-TZVPD basis) for a molecular structure, C32H41AsN4ORuS.

The geometry in ORCA input format:
```
! RIJCOSX wB97M-V def2-TZVPD def2/J DEFGRID3
* xyz 3 6
Ru -0.633 0.951 0.281
As 1.299 0.633 -1.601
S 0.220 -2.263 0.727
O -0.175 -0.873 1.334
N -2.630 -0.282 0.014
N -1.692 2.759 -0.713
N 0.605 1.622 2.112
N -2.225 1.900 1.938
C 4.487 -2.751 -2.145
C -0.523 0.867 -5.410
C 1.965 3.052 -2.697
C -0.046 2.113 -5.798
C 0.758 2.868 -4.950
C 1.095 2.376 -3.701
C 3.970 -0.452 -1.654
C -1.746 -4.216 3.641
C -2.082 -5.422 3.018
C -2.007 3.755 0.345
C -1.465 2.285 3.154
C 2.192 2.327 -1.525
C -1.044 -4.621 0.983
C 3.132 -3.045 -2.255
C -3.717 0.181 0.925
C 1.876 -2.528 1.335
C 3.002 2.818 -0.507
C 3.379 4.791 -1.826
C -1.056 -3.227 2.966
C 2.192 -2.045 -2.061
C 2.563 4.292 -2.839
C 0.606 1.122 -3.322
C -3.155 0.775 2.204
C 4.903 -1.462 -1.843
C -0.711 -3.441 1.638
C -0.236 1.423 3.327
C -2.822 -6.496 3.755
C -2.902 3.096 1.374
C -1.719 -5.605 1.683
C -0.200 0.362 -4.157
C 3.603 4.060 -0.665
C 2.618 -0.750 -1.774
H -0.774 -2.309 3.469
H -3.816 -6.636 3.328
H -4.311 0.915 0.384
H 2.526 -1.786 0.867
H 5.958 -1.238 -1.763
H -2.477 4.643 -0.075
H 2.812 -4.049 -2.499
H 3.853 5.756 -1.949
H 4.301 0.555 -1.433
H -1.163 3.189 -1.473
H 2.412 4.873 -3.739
H -2.321 -1.203 0.314
H -0.558 -0.618 -3.864
H -0.294 2.498 -6.778
H 1.883 -2.457 2.422
H 3.203 2.235 0.386
H -3.150 3.808 2.164
H -1.067 4.068 0.804
H -0.778 -4.775 -0.058
H 1.466 1.085 2.173
H -2.103 2.262 4.041
H -2.936 -6.257 4.810
H 1.130 3.829 -5.279
H 2.175 -3.528 1.019
H 4.254 4.451 0.106
H -2.565 2.451 -1.138
H -2.604 0.006 2.750
H 0.880 2.604 2.063
H -1.973 -6.532 1.184
H -2.999 -0.401 -0.926
H 0.301 1.690 4.235
H -3.848 2.808 0.914
H -4.388 -0.641 1.169
H 1.136 -2.278 -2.148
H -0.489 0.368 3.375
H -2.299 -7.449 3.672
H -1.141 3.321 3.026
H -3.982 1.103 2.840
H -2.017 -4.065 4.679
H -1.134 0.285 -6.087
H 5.221 -3.531 -2.299
*
```

E, eV: -116087.304
Expectation value of S²: 8.76
E_LUMO (alpha / beta), eV: -7.37 / -10.84
HOMO (alpha / beta), eV: -15.90 / -15.90
Energy above the lowest of the compared OMol25 structures with the same formula, charge and spin, kJ/mol: 23.5

=====

Density functional theory data (the ωB97M-V functional and the def2-TZVPD basis) for a molecular structure, C32H41B3F5N4O5PSSi2 at a distorted geometry.

The geometry in ORCA input format:
```
! RIJCOSX wB97M-V def2-TZVPD def2/J DEFGRID3
* xyz 0 1
S 3.774 1.375 -1.896
P 0.474 1.006 -3.344
Si 1.841 2.338 -2.209
Si 0.205 2.111 0.240
F 1.711 -1.491 4.135
F 0.283 -5.625 6.501
F 1.155 2.377 5.072
F 1.281 3.180 -6.891
F -1.965 -1.640 -8.255
O -0.228 -0.722 -0.030
O -2.773 1.833 0.543
O -1.956 3.172 -1.382
O 3.458 4.577 -3.402
O 1.199 3.073 -0.795
N 0.885 -0.545 -3.168
N 1.936 -0.305 1.096
N 1.159 4.211 -4.396
N -1.568 2.686 3.549
C -0.947 -5.462 5.981
C -0.660 1.813 8.151
C -0.476 4.097 -8.177
C 3.132 -4.813 4.380
C 3.242 -2.585 2.716
C -1.477 2.765 -9.915
C -2.413 -5.500 4.091
C -3.260 -4.920 6.272
C -3.844 -2.493 -5.279
C 1.469 2.827 8.649
C -1.790 -1.402 -4.646
C -1.404 3.957 -9.202
C 3.943 -4.825 3.251
C -3.501 -2.364 -6.620
C -1.141 -5.664 4.626
C 0.252 2.309 9.077
C 1.778 2.846 7.295
C 0.859 2.354 6.384
C 0.410 2.882 2.012
C -1.440 -1.282 -5.985
C -0.620 1.714 -9.610
C -2.990 -2.009 -4.293
C 4.001 -3.710 2.420
C -2.301 -1.761 -6.957
C -1.991 -5.094 6.811
C -3.470 -5.126 4.912
C 0.373 3.044 -7.888
C 2.380 -3.684 4.683
C -0.557 2.115 2.998
C 2.443 -2.584 3.845
C 0.316 1.856 -8.593
C -0.358 1.840 6.795
B 2.253 3.851 -3.433
B 0.705 0.232 0.446
B -1.712 2.384 -0.201
H -2.204 2.656 -10.711
H 2.725 3.238 6.944
H 3.577 0.032 -1.687
H 0.608 1.353 -4.737
H -1.058 1.467 6.059
H 1.274 3.707 -5.289
H 1.750 -3.653 5.563
H -4.083 -4.625 6.910
H 3.267 -1.711 2.078
H -0.410 5.014 -7.605
H -0.304 -5.946 4.000
H 2.177 3.217 9.370
H -0.504 -0.820 -6.278
H 4.532 -5.705 3.017
H -3.261 -2.106 -3.248
H -4.461 -4.994 4.494
H -4.777 -2.969 -5.003
H -1.809 -4.946 7.869
H -0.890 1.221 -2.990
H -1.227 3.803 -1.480
H -2.070 4.776 -9.443
H -0.371 1.030 3.211
H 0.193 -1.594 -0.061
H -1.606 1.406 8.485
H -1.126 -1.022 -3.878
H -1.593 3.661 3.225
H 0.254 3.901 -4.026
H -3.424 2.552 0.615
H 3.083 -5.682 5.025
H -0.680 0.785 -10.162
H 1.674 -0.589 -2.522
H 2.085 0.238 1.957
H -2.579 -5.664 3.033
H 0.162 3.974 1.986
H 3.283 5.373 -3.931
H 0.998 1.051 -8.346
H 2.780 -0.159 0.542
H 0.013 2.291 10.134
H 4.637 -3.720 1.543
H 1.445 2.663 2.377
H -4.156 -2.727 -7.402
*
```

E, eV: -101549.246
E_LUMO, eV: -0.40
HOMO, eV: -8.77

=====

Density functional theory data (the ωB97M-V functional and the def2-TZVPD basis) for a molecular structure, C32H41ClF21INO16P at a distorted geometry.

The geometry in ORCA input format:
```
! RIJCOSX wB97M-V def2-TZVPD def2/J DEFGRID3
* xyz 0 1
I 5.401 -0.728 -4.310
Cl 3.283 0.845 -2.677
P 7.581 0.524 -1.798
F -2.105 -5.015 2.895
F -5.831 -2.377 6.137
F -4.752 1.817 -0.094
F 5.745 -3.208 -5.650
F 3.442 1.567 5.408
F -1.582 10.607 0.102
F 2.306 -5.658 -2.546
F 5.750 -3.016 -7.803
F -6.785 -2.426 4.195
F 1.966 0.476 4.274
F -4.144 3.747 0.670
F 4.042 -3.862 -6.802
F 2.838 -4.235 -4.077
F 4.388 -5.247 -2.967
F -3.319 10.074 -1.059
F -4.501 3.514 -1.446
F -1.544 10.820 -2.046
F -0.642 -4.304 1.504
F -7.311 -3.874 5.711
F -2.642 -4.747 0.827
F 2.580 -0.247 6.215
O 8.101 -0.136 -0.613
O 6.742 3.856 -2.637
O -0.541 8.206 -0.519
O 3.926 -1.179 3.479
O 5.223 -0.358 5.114
O 5.401 -5.867 -7.855
O -6.814 3.984 0.978
O -7.074 3.144 -1.089
O 3.202 -2.407 -2.125
O -2.083 8.008 -2.138
O 3.217 -4.050 -0.627
O -3.708 -2.811 2.196
O 6.934 -5.541 -6.246
O -7.621 -0.441 6.084
O -1.653 -1.885 2.355
O -9.204 -2.027 6.246
N 5.400 2.205 -3.534
C 6.353 -1.120 4.634
C -6.390 3.497 -0.021
C 3.253 -3.025 0.398
C -1.929 -4.231 1.828
C 6.008 2.952 -2.483
C 4.106 -0.494 4.438
C 6.011 -5.188 -6.908
C -8.096 -1.667 6.010
C -2.393 -2.795 2.143
C 2.998 0.350 5.094
C -2.259 5.678 -1.436
C 5.041 0.916 -2.970
C -8.497 3.375 -1.036
C -1.647 6.663 -2.408
C 5.368 -3.796 -6.789
C 5.375 -8.194 -7.123
C -8.706 0.609 8.001
C -4.702 -0.738 1.295
C 3.170 -4.700 -2.881
C -4.439 -1.599 2.515
C -8.555 0.578 6.497
C 1.858 -2.523 0.701
C -6.985 -2.610 5.515
C 5.916 -7.189 -8.116
C -1.436 8.634 -1.176
C 7.035 -0.426 3.476
C -4.907 3.143 -0.227
C -8.833 4.812 -1.366
C 3.179 -3.563 -1.844
C 5.788 0.857 -1.640
C -1.985 10.066 -1.036
C 5.516 2.271 -1.235
H -3.779 -0.355 0.867
H 6.376 -0.357 2.613
H 6.143 2.046 -4.206
H -1.984 4.658 -1.700
H 7.027 -1.202 5.482
H 5.389 0.106 -0.993
H 4.286 -8.174 -7.118
H 3.921 -2.221 0.100
H -9.912 4.948 -1.401
H -8.927 2.703 -1.773
H 3.681 -3.493 1.280
H -8.411 5.089 -2.332
H -8.423 5.492 -0.621
H -7.734 0.730 8.478
H -3.930 -1.050 3.305
H 1.416 -2.034 -0.168
H 5.896 2.603 -0.296
H 4.475 2.503 -1.249
H 7.319 0.588 3.754
H -9.350 1.435 8.298
H -9.511 0.429 6.000
H -8.884 3.086 -0.061
H -1.929 5.872 -0.416
H 8.221 1.747 -2.037
H -5.198 -1.334 0.528
H -0.564 6.623 -2.397
H -5.337 0.104 1.554
H 5.713 -7.968 -6.113
H -3.343 5.766 -1.451
H 1.219 -3.352 0.969
H -9.141 -0.319 8.370
H 5.708 -9.197 -7.383
H 1.878 -1.812 1.525
H 7.929 -0.972 3.181
H 7.803 -0.259 -2.931
H 5.590 -7.434 -9.123
H -5.387 -1.946 2.920
H -1.971 6.448 -3.423
H 7.003 -7.171 -8.117
H 6.035 -2.126 4.370
H -8.139 1.515 6.136
*
```

E, eV: -155080.376
E_LUMO, eV: 0.26
HOMO, eV: -9.55